Computed, not measured: a cluster of 2 separate species, Br2HOPS in total at a distorted geometry, with wB97M-V/def2-TZVPD.

Output
Energy = -162272.0324 eV
LUMO level (alpha / beta) = -2.91 / -3.76 eV
Energy above the lowest of the compared OMol25 structures with the same formula, charge and spin = 64.7 kcal per mole

Geometry as XYZ:
```
6
Properties=species:S:1:pos:R:3:forces:R:3:nbo_charge:R:1
O 0.329 0.263 -0.129 0.0 -1.0 -1.1 -1.00
P 1.676 1.179 -0.162 -0.5 0.2 1.0 1.00
S 2.119 1.589 1.721 0.0 -0.2 -1.1 -0.31
Br 1.083 3.066 -1.302 0.1 -0.7 0.3 -0.20
Br 3.563 -1.918 0.837 -0.1 0.1 0.0 -0.02
H 0.271 -0.530 -0.742 0.4 1.5 0.9 0.53
```
Forces are in eV/Å.

Computed, not measured: a cluster of 2 separate species, C3H5OP in total at a distorted geometry, with wB97M-V/def2-TZVPD.

Output
Energy = -14524.3273 eV
LUMO level = -0.99 eV
Energy above the lowest of the compared OMol25 structures with the same formula, charge and spin = 62.3 kcal per mole

Geometry as XYZ:
```
10
Properties=species:S:1:pos:R:3:forces:R:3:nbo_charge:R:1
C 1.053 0.489 0.586 -3.1 -0.3 1.3 -0.46
C 0.547 -0.721 -0.172 1.6 -0.7 -1.6 -0.45
C -0.018 0.613 -0.471 -3.0 0.4 1.9 -0.38
O -2.930 -0.672 -0.663 -0.9 -0.9 -1.1 -0.97
P -2.449 0.065 0.481 3.2 1.5 0.0 1.20
H 0.800 0.589 1.677 0.1 -0.1 -1.2 0.20
H 1.977 0.883 0.380 2.2 0.7 -0.7 0.21
H 1.329 -1.150 -0.924 -1.7 0.4 1.4 0.22
H -0.086 -1.440 0.393 0.7 0.3 -0.7 0.20
H -0.223 1.344 -1.289 0.8 -1.2 0.6 0.24
```
Forces are in eV/Å.

Computed, not measured: a structure of composition C23H44NP3SeTb at a distorted geometry, with wB97M-V/def2-TZVPD.

Output
Energy = -141674.6268 eV
LUMO level (alpha / beta) = -10.05 / -9.62 eV
Spin multiplicity = 7
Net charge = +3
Expectation value of S² = 12.7149

Geometry as XYZ:
```
73
Properties=species:S:1:pos:R:3:forces:R:3:mulliken_charge:R:1
Tb 1.394 -0.102 0.165 -3.9 0.6 -2.6 0.61
P 1.775 1.485 -2.003 0.9 0.1 -0.7 1.27
P -1.371 1.990 -0.410 -0.4 0.7 0.5 1.07
P -1.196 -0.993 -2.373 0.1 -0.7 -0.8 1.00
H 3.072 -3.747 1.812 -0.3 0.1 -0.2 0.35
C 2.971 -3.650 0.732 0.2 0.8 -1.2 -0.70
C 2.580 -2.491 0.126 0.6 -1.4 1.3 -0.24
H 2.281 -1.632 0.821 1.6 -3.0 -0.1 0.14
C 3.072 2.554 -1.268 -0.2 0.0 0.0 -1.51
C 0.996 2.616 -3.179 -0.4 0.1 0.0 -1.37
C 2.760 0.434 -3.150 0.0 -0.1 0.1 -1.19
C -2.797 1.888 0.753 0.4 -0.5 -0.2 -1.33
C -0.749 3.609 0.178 0.1 -0.2 -0.2 -1.06
C -2.333 2.580 -1.877 0.4 -0.3 -0.2 -1.34
C -0.851 -2.795 -2.727 -0.1 0.6 0.3 -1.50
C -1.084 -0.339 -4.086 0.2 0.2 0.2 -1.49
C -3.043 -1.118 -2.240 0.3 0.1 0.5 -1.26
H 3.312 -4.542 0.134 -0.5 1.1 0.6 0.30
H 2.632 -2.420 -0.975 -0.3 0.5 0.5 0.37
H 3.834 1.980 -0.720 0.0 0.1 -0.2 0.43
H 2.611 3.276 -0.581 0.2 0.0 -0.2 0.32
H 3.536 3.064 -2.116 0.3 0.1 0.3 0.55
H 0.483 3.436 -2.651 0.2 -0.3 -0.4 0.41
H 0.286 2.055 -3.815 0.4 0.4 0.3 0.26
H 1.837 3.005 -3.783 -0.5 0.0 0.1 0.57
H 3.289 -0.378 -2.610 -0.1 0.4 -0.4 0.40
H 3.509 1.091 -3.632 -0.3 -0.5 0.1 0.48
H 2.092 -0.013 -3.914 0.5 0.2 0.4 0.28
H -3.469 2.738 0.564 0.1 -0.4 0.1 0.54
H -2.454 1.925 1.789 -0.1 0.0 0.0 0.30
H -3.267 0.914 0.579 -0.4 0.4 0.2 0.31
H -1.594 4.308 0.221 0.4 0.0 0.1 0.55
H 0.035 3.976 -0.486 -0.1 0.3 0.0 0.31
H -0.312 3.454 1.163 -0.1 0.2 0.1 0.10
H -2.973 3.416 -1.561 0.2 -0.3 -0.2 0.54
H -2.939 1.775 -2.302 0.0 0.3 0.1 0.25
H -1.644 2.912 -2.657 -0.2 0.1 0.0 0.30
H -1.659 -3.239 -3.306 -0.1 0.0 0.1 0.44
H -0.767 -3.304 -1.764 0.1 -0.3 -0.2 0.49
H 0.063 -2.923 -3.306 0.2 0.1 0.2 0.42
H -1.560 -1.044 -4.778 0.1 0.3 0.0 0.51
H -0.021 -0.237 -4.326 -0.2 -0.1 -0.3 0.31
H -1.560 0.649 -4.168 0.1 -0.3 0.0 0.35
H -3.363 -1.803 -3.029 -0.1 0.2 0.1 0.50
H -3.533 -0.147 -2.338 0.1 -0.2 -0.1 0.33
H -3.333 -1.531 -1.270 -0.1 0.0 -0.3 0.37
C -1.254 -3.331 1.830 -0.1 -0.6 0.1 0.04
C -0.018 -3.673 2.400 0.1 0.4 -0.1 -0.12
C 0.300 -5.029 2.615 0.1 -0.1 -0.3 -0.66
C -0.615 -6.056 2.319 0.1 0.8 -0.1 -0.63
C -1.877 -5.678 1.863 -0.6 0.3 0.0 -0.49
C -2.195 -4.342 1.566 0.4 0.6 0.1 -0.28
Se -1.739 -1.525 1.010 1.7 -2.9 -1.0 0.05
H -1.570 -2.463 -0.255 -0.4 1.7 1.4 -0.27
H 0.726 -2.890 2.662 -0.6 -0.6 -0.2 0.61
H 1.310 -5.302 2.954 -0.6 0.2 0.1 0.42
H -0.361 -7.122 2.399 -0.1 0.7 0.2 0.41
H -2.668 -6.419 1.760 0.3 0.1 -0.3 0.40
H -3.134 -4.025 1.083 0.3 -0.6 0.5 0.41
C 0.831 3.976 4.962 0.2 0.2 0.0 -1.37
C 0.885 2.881 3.899 0.0 0.5 0.8 0.92
C -0.097 1.893 3.869 -0.4 0.1 0.2 -0.57
C -0.056 0.890 2.935 0.8 0.5 -0.2 -0.56
N 0.966 0.831 2.043 0.1 0.6 0.9 0.02
C 1.956 1.772 2.035 -1.3 -0.1 1.2 -0.45
C 1.914 2.798 2.956 0.7 0.6 -0.3 -0.96
H -0.078 4.617 4.872 0.5 -0.6 -0.1 0.35
H 0.792 3.541 5.986 0.0 0.1 -0.7 0.37
H 1.713 4.647 4.912 -0.5 -0.5 0.0 0.38
H -0.914 1.961 4.579 0.0 -0.2 -0.1 0.54
H -0.813 0.131 2.847 0.0 -0.1 0.1 0.59
H 2.781 1.654 1.318 -0.1 0.2 0.2 0.67
H 2.665 3.581 2.948 0.1 -0.2 0.0 0.45
```
Forces are in eV/Å.

Computed, not measured: a structure of composition C31H33AsFIrN6OSSb, with wB97M-V/def2-TZVPD.

Output
Energy = -127427.3788 eV
LUMO level (alpha / beta) = -2.71 / -4.33 eV
Spin multiplicity = 5
Net charge = +1
Expectation value of S² = 6.0174

Geometry as XYZ:
```
76
Properties=species:S:1:pos:R:3:forces:R:3:mulliken_charge:R:1
Ir 0.396 -0.786 -0.914 0.0 0.0 0.0 1.82
C -2.402 1.188 -0.350 0.0 0.0 0.0 -0.65
C -1.223 1.990 -0.793 0.0 0.0 0.0 0.59
C -1.209 3.377 -0.641 0.0 0.0 0.0 -0.83
C -0.166 4.111 -1.156 0.0 0.0 0.0 -0.59
C 0.833 3.453 -1.873 0.0 0.0 0.0 -0.96
C 0.786 2.078 -1.971 0.0 0.0 0.0 -0.10
N -0.204 1.369 -1.396 0.0 0.0 0.0 0.25
Sb 2.101 1.140 -3.401 0.0 0.0 0.0 1.10
C 0.474 -0.150 -4.026 0.0 0.0 0.0 0.05
C 0.145 -0.186 -5.371 0.0 0.0 0.0 -0.85
C -0.902 -0.992 -5.797 0.0 0.0 0.0 -0.47
C -1.587 -1.737 -4.860 0.0 0.0 0.0 -0.94
C -1.218 -1.672 -3.521 0.0 0.0 0.0 0.82
C -1.923 -2.491 -2.486 0.0 0.0 0.0 -1.22
N -0.204 -0.888 -3.125 0.0 0.0 0.0 0.03
C 3.074 -0.530 -2.445 0.0 0.0 0.0 0.21
C 4.439 -0.647 -2.617 0.0 0.0 0.0 -0.83
C 5.069 -1.814 -2.201 0.0 0.0 0.0 -0.59
C 4.308 -2.830 -1.662 0.0 0.0 0.0 -0.83
C 2.937 -2.654 -1.502 0.0 0.0 0.0 0.73
C 2.089 -3.733 -0.902 0.0 0.0 0.0 -1.13
N 2.351 -1.512 -1.880 0.0 0.0 0.1 0.05
H -2.644 1.395 0.692 0.0 0.0 0.0 0.15
H -2.229 0.120 -0.472 0.0 0.0 0.0 -0.33
H -3.271 1.464 -0.952 0.0 0.0 0.0 0.50
H -2.022 3.852 -0.109 0.0 0.0 0.0 0.50
H -0.133 5.185 -1.030 0.0 0.0 0.0 0.46
H 1.638 4.005 -2.342 0.0 0.0 0.0 0.50
H 0.702 0.415 -6.078 0.0 0.0 0.0 0.45
H -1.178 -1.033 -6.842 0.0 0.0 0.0 0.43
H -2.411 -2.375 -5.148 0.0 0.0 0.0 0.49
H -2.824 -2.945 -2.895 0.0 0.0 0.0 0.50
H -2.207 -1.891 -1.619 0.0 0.0 0.0 -0.01
H -1.275 -3.294 -2.128 0.0 0.0 0.0 0.19
H 5.003 0.163 -3.060 0.0 0.0 0.0 0.46
H 6.139 -1.929 -2.312 0.0 0.0 0.0 0.44
H 4.761 -3.764 -1.356 0.0 0.0 0.0 0.49
H 2.437 -4.714 -1.222 0.0 0.0 0.0 0.65
H 1.048 -3.617 -1.203 0.0 0.0 0.0 -0.24
H 2.139 -3.704 0.188 0.0 0.0 0.0 0.30
O 2.061 0.319 -0.020 0.0 0.0 0.1 -0.26
N 1.744 1.233 0.862 0.0 0.0 -0.1 -0.54
C 2.478 2.301 0.787 -0.1 0.0 0.0 1.11
C 2.225 3.369 1.707 0.0 0.0 0.0 -0.12
N 2.027 4.231 2.440 0.0 0.0 0.0 -0.50
C 3.465 2.440 -0.247 0.2 -0.1 0.1 0.02
N 4.225 2.478 -1.110 -0.1 0.1 -0.1 -0.50
C -0.818 4.575 4.591 0.0 0.0 0.0 -0.96
As -0.793 2.655 4.663 0.0 0.0 0.0 0.35
C -1.987 2.173 6.096 0.0 0.0 0.0 -1.04
C 0.966 2.182 5.285 0.0 0.0 0.0 -0.95
S -1.313 1.752 2.852 0.0 0.0 0.0 -0.42
H -0.561 4.986 5.567 0.0 0.0 0.0 0.39
H -1.817 4.891 4.301 0.0 0.0 0.0 0.33
H -0.094 4.900 3.846 0.0 0.0 0.0 0.29
H -1.694 2.675 7.018 0.0 0.0 0.0 0.39
H -1.950 1.094 6.230 0.0 0.0 0.0 0.34
H -2.996 2.466 5.816 0.0 0.0 0.0 0.34
H 1.118 2.575 6.290 0.0 0.0 0.0 0.40
H 1.702 2.607 4.606 0.0 0.0 0.0 0.27
H 1.049 1.098 5.287 0.0 0.0 0.0 0.31
F -4.917 -4.543 1.151 0.0 0.0 0.0 -0.33
C -3.774 -3.841 1.118 0.0 0.0 0.0 0.34
C -3.790 -2.517 1.512 0.0 0.0 0.0 -0.85
C -2.606 -1.799 1.473 0.0 0.0 0.0 -0.03
C -1.417 -2.393 1.035 0.1 0.0 0.0 -0.04
C -0.167 -1.612 0.972 -0.1 0.0 0.0 -1.06
C -1.442 -3.745 0.674 0.0 0.0 0.0 -0.06
C -2.616 -4.477 0.709 0.0 0.0 0.0 -0.83
H -4.713 -2.071 1.856 0.0 0.0 0.0 0.49
H -2.589 -0.771 1.817 0.0 0.0 0.0 0.50
H -0.193 -0.695 1.573 0.0 0.0 0.0 0.37
H 0.723 -2.200 1.212 0.0 0.0 0.0 0.77
H -0.525 -4.235 0.369 0.0 0.0 0.0 0.39
H -2.645 -5.523 0.438 0.0 0.0 0.0 0.47
```
Forces are in eV/Å.

Computed, not measured: a structure of composition C4HCoLiO4 at a distorted geometry, with wB97M-V/def2-TZVPD.

Output
Energy = -50164.2921 eV
LUMO level (alpha / beta) = -10.85 / -11.65 eV
Spin multiplicity = 4
Net charge = +2
Energy above the lowest of the compared OMol25 structures with the same formula, charge and spin = 0.0 kcal per mole
Expectation value of S² = 3.7549

Geometry as XYZ:
```
11
Properties=species:S:1:pos:R:3:forces:R:3:nbo_charge:R:1
O 1.253 2.105 -0.882 -0.1 -0.7 -0.2 -0.67
C 1.472 3.173 -0.582 0.1 0.6 0.1 0.68
C -1.487 -0.448 -0.397 -0.2 1.5 2.1 0.11
C -1.812 0.674 -0.732 -0.4 0.6 -1.9 -0.10
H -2.156 1.547 -1.262 -0.1 -0.2 0.0 0.29
Li 0.697 0.178 -1.441 -0.3 0.3 -0.1 0.96
O -1.268 -0.967 0.844 1.6 -1.0 0.4 -0.40
C 0.028 -1.220 1.092 -4.5 -1.4 -1.5 0.97
O 0.335 -1.936 2.053 1.4 0.3 0.8 -0.63
O 0.837 -1.030 0.126 2.1 0.7 -0.4 -0.87
Co 2.101 -2.076 1.180 0.3 -0.6 0.7 1.65
```
Forces are in eV/Å.

Computed, not measured: a structure of composition C19H48B2NO28 at a distorted geometry, with wB97M-V/def2-TZVPD.

Output
Energy = -80658.5706 eV
LUMO level = 1.17 eV
Net charge = -1
Energy above the lowest of the compared OMol25 structures with the same formula, charge and spin = 0.0 kcal per mole

Geometry as XYZ:
```
98
Properties=species:S:1:pos:R:3:forces:R:3:mulliken_charge:R:1
C 14.662 37.264 16.868 -1.4 -0.9 3.1 -1.59
C 15.739 36.671 16.045 0.0 6.1 -3.5 0.50
C 17.069 37.523 15.945 -2.7 2.0 2.2 -0.92
C 17.935 37.102 14.895 -1.1 -0.7 -3.0 -0.73
N 19.355 37.415 14.991 2.6 3.3 1.5 1.18
C 20.145 36.997 13.838 2.5 -0.9 -1.2 -0.85
C 20.847 35.653 14.164 -2.5 -1.4 -3.7 -0.84
C 20.563 35.345 15.578 2.6 -0.9 2.0 1.23
C 19.997 36.642 16.175 -3.2 -1.9 1.9 -0.88
C 19.591 38.955 15.157 -2.6 1.2 -0.7 -0.70
C 19.126 39.763 13.882 -1.3 0.6 1.8 -0.23
C 19.162 41.314 14.061 1.1 -0.7 0.0 -1.29
H 13.813 36.590 16.807 -0.2 -0.3 -0.4 0.27
H 14.269 38.182 16.534 -0.1 1.4 -0.5 0.44
H 14.718 37.276 18.037 0.9 0.3 -2.1 0.33
H 15.363 36.638 14.992 0.1 -0.7 0.8 0.21
H 16.006 35.826 16.442 1.4 -5.2 1.5 -0.35
H 17.445 37.532 16.907 1.4 -0.8 2.3 0.74
H 16.951 38.636 15.905 -0.9 -0.6 -0.6 0.44
H 17.344 37.548 14.014 2.0 -0.8 0.3 0.32
H 17.946 36.046 14.772 -0.4 -1.1 -0.2 0.04
H 21.017 37.624 13.583 -0.7 0.8 0.8 0.39
H 19.596 37.014 12.928 -1.0 -0.3 -0.5 0.36
H 21.871 35.683 13.881 1.0 0.4 0.3 0.61
H 20.476 34.869 13.408 0.1 0.8 1.4 0.21
H 21.633 35.147 15.963 -1.8 0.4 0.3 0.26
H 20.053 34.391 15.808 -0.3 0.9 -0.3 -1.00
H 20.646 37.122 16.871 1.1 1.4 -0.7 0.42
H 19.150 36.480 16.970 1.1 -0.3 -1.9 0.11
H 20.656 39.175 15.305 -0.5 -0.4 0.6 0.47
H 18.805 39.349 15.941 2.3 -1.0 -0.9 0.31
H 18.101 39.451 13.592 0.7 0.1 0.1 0.26
H 19.761 39.823 13.056 1.1 -1.7 -1.5 0.37
H 18.791 41.652 13.102 -0.7 0.5 0.1 0.38
H 20.268 41.591 13.943 -1.5 0.1 1.1 0.30
H 18.589 41.699 14.931 0.7 0.1 -0.6 0.35
O 15.231 33.338 17.982 0.8 2.1 0.5 -0.54
C 16.352 32.872 18.179 -8.5 3.2 -1.1 0.41
O 16.434 31.848 18.835 1.7 -5.6 4.2 -0.26
B 17.409 31.010 18.115 -0.7 -1.6 0.6 0.74
O 18.003 31.943 17.234 3.9 -4.8 -1.3 0.38
C 17.374 32.967 17.274 4.4 9.9 -5.6 -0.16
O 17.765 33.985 16.596 -1.9 -2.0 2.2 -0.65
O 16.733 29.946 17.323 -0.3 1.7 -0.8 -0.07
C 17.325 28.795 17.560 -5.6 -0.3 -0.4 -0.15
O 16.775 27.752 17.397 0.8 -1.2 -1.0 -0.65
C 18.274 29.091 18.511 9.0 -2.5 2.4 0.62
O 18.381 30.305 18.928 -2.0 2.6 0.2 -0.55
O 19.243 28.381 18.724 -1.4 -0.8 0.4 -0.89
O 19.764 31.758 13.563 -0.2 -1.4 0.5 -0.82
C 20.205 31.370 14.651 -2.2 3.3 -6.8 0.19
O 21.078 32.047 15.207 2.9 1.9 3.3 -0.50
B 21.234 31.483 16.601 -0.4 -0.2 -0.4 1.84
O 20.317 30.335 16.530 2.1 0.5 5.0 -0.40
C 19.772 30.283 15.420 -3.8 -6.3 -2.2 0.97
O 19.080 29.328 15.043 0.6 2.0 0.4 -0.72
O 20.942 32.489 17.638 -4.6 -1.5 -2.1 -0.33
C 22.019 32.807 18.163 -0.1 6.0 5.5 0.82
O 22.098 33.663 19.061 0.3 -1.5 -1.3 -0.76
C 23.097 32.164 17.527 -5.1 -3.4 -1.1 0.21
O 22.584 31.190 16.822 0.1 -2.1 -1.5 -0.61
O 24.181 32.375 17.609 10.5 2.5 1.0 -0.49
O 18.572 30.720 21.786 0.3 0.5 -4.2 -0.69
H 19.426 31.179 21.965 -0.9 -0.5 -0.4 0.31
H 18.478 30.713 20.663 0.7 0.0 4.8 0.55
O 15.946 31.601 14.566 -6.4 -3.1 0.4 -0.45
H 16.746 31.926 14.523 6.7 3.6 0.2 0.13
H 16.007 31.084 13.768 -0.7 -0.7 -0.5 0.28
O 13.946 29.638 16.748 -1.8 0.3 -1.4 -0.76
H 14.876 29.755 16.843 1.4 0.4 0.1 0.51
H 13.740 30.007 15.850 0.3 -0.4 1.3 0.36
O 13.072 34.608 15.489 -0.3 3.4 -0.4 -0.59
H 13.121 34.257 14.631 0.2 -0.9 -1.5 0.26
H 13.126 33.926 16.096 0.0 -2.5 2.0 0.31
O 13.184 31.946 19.828 2.5 0.1 -1.0 -0.63
H 12.632 32.127 20.566 -0.2 0.4 1.2 0.26
H 14.136 32.260 19.984 -2.3 -0.5 -0.2 0.32
O 19.917 25.783 18.049 0.5 -3.9 -0.4 -0.72
H 19.059 25.341 18.207 0.4 0.3 -0.3 0.39
H 19.762 26.667 18.183 -0.6 3.3 0.5 0.40
O 13.857 35.435 19.535 -2.3 3.0 3.4 -0.62
H 14.355 34.902 19.005 1.3 -2.5 -2.9 0.36
H 12.951 35.640 19.258 0.9 -0.7 -0.5 0.30
O 11.940 32.711 17.428 -0.8 0.5 -1.6 -0.57
H 11.402 33.273 17.962 -1.2 1.0 -0.1 0.25
H 12.438 32.389 18.141 2.1 -1.6 1.5 0.31
O 14.386 26.945 16.195 -1.5 4.0 0.9 -0.74
H 15.236 27.375 16.058 0.7 -0.9 -0.2 0.31
H 13.989 27.936 16.490 0.5 -3.6 -0.8 0.53
O 21.545 29.501 19.676 5.4 -4.1 -2.4 -0.62
H 21.326 30.209 20.112 -1.3 6.4 4.1 0.30
H 20.739 29.195 19.426 -3.7 -2.2 -1.6 0.36
O 17.749 33.504 13.966 -0.7 1.7 1.2 -0.80
H 18.530 32.995 13.940 1.8 -1.5 -1.3 0.61
H 17.898 33.808 14.894 -0.9 0.2 -0.4 0.00
O 17.289 24.850 18.033 -1.0 -2.8 3.1 -0.70
H 16.800 25.660 17.997 -0.5 1.1 -0.2 0.37
H 16.899 24.367 18.884 1.3 1.6 -2.9 0.33
```
Forces are in eV/Å.

Computed, not measured: a cluster of 2 separate species, C4H9NO in total, with wB97M-V/def2-TZVPD.

Output
Energy = -7829.3498 eV
LUMO level = 0.96 eV
SMILES = C[C@@H]1CN1.C=O
Energy above the lowest of the compared OMol25 structures with the same formula, charge and spin = 68.5 kcal per mole

Geometry as XYZ:
```
15
Properties=species:S:1:pos:R:3:forces:R:3:nbo_charge:R:1
C -0.901 -0.598 -1.759 0.0 0.0 0.0 -0.62
C -0.309 -0.603 -0.377 -0.1 0.0 -0.1 -0.08
C -1.018 0.149 0.687 -0.4 -0.4 0.3 -0.26
N 0.212 0.648 0.129 0.3 0.5 -0.4 -0.57
H -0.115 -0.606 -2.519 -0.1 -0.1 0.0 0.22
H -1.514 0.302 -1.898 0.1 -0.2 0.0 0.20
H -1.542 -1.472 -1.890 0.1 0.1 -0.1 0.22
H 0.313 -1.453 -0.084 -0.2 0.2 -0.1 0.23
H -1.961 0.651 0.486 0.1 -0.1 -0.2 0.20
H -0.914 -0.234 1.699 -0.1 0.2 0.0 0.20
H 0.155 1.406 -0.538 -0.4 0.1 0.0 0.37
C 1.890 0.453 1.505 -0.2 -0.3 -0.4 0.29
O 2.361 -0.633 1.237 0.2 0.3 0.4 -0.61
H 1.072 0.587 2.237 0.4 -0.1 0.3 0.10
H 2.269 1.404 1.086 0.3 -0.1 0.2 0.10
```
Forces are in eV/Å.

Computed, not measured: an isolated molecule of C4H4Br4 at a distorted geometry, with wB97M-V/def2-TZVPD.

Output
Energy = -284381.6574 eV
LUMO level = -0.13 eV
SMILES = C/C(Br)=C(\Br)C(Br)Br
Energy above the lowest of the compared OMol25 structures with the same formula, charge and spin = 0.0 kcal per mole

Geometry as XYZ:
```
12
Properties=species:S:1:pos:R:3:forces:R:3:nbo_charge:R:1
C -1.939 -0.603 0.167 -0.9 -0.1 1.5 -0.67
C -0.746 0.301 -0.031 1.1 -1.4 0.8 -0.07
Br -1.099 2.153 -0.084 0.1 0.0 0.0 0.10
C 0.524 -0.168 -0.075 -0.7 0.3 -0.4 -0.19
Br 0.833 -2.083 0.042 -0.1 1.0 0.0 0.08
C 1.763 0.647 -0.196 1.5 1.1 0.1 -0.32
Br 2.932 0.098 -1.727 -0.5 0.0 0.9 0.04
Br 2.727 0.471 1.612 -0.5 0.2 -1.4 0.01
H -2.196 -0.940 1.295 0.7 1.4 -2.3 0.25
H -1.752 -1.568 -0.287 -0.1 0.0 -0.4 0.25
H -2.791 -0.085 -0.315 0.2 -0.7 0.5 0.24
H 1.744 1.777 -0.402 -0.7 -2.0 0.7 0.28
```
Forces are in eV/Å.